Record 1
{
  "formula": "C36H48AsF6GaNO7P2S",
  "method": "the ωB97M-V functional and the def2-TZVPD basis",
  "e_above_lowest_kcal_mol": 0.00,
  "charge": -1,
  "e_homo_ev": -4.94,
  "e_lumo_ev": 2.4,
  "energy_ha": -7822.85640,
  "orbital_gap_ha": 0.2702,
  "species": ["Ga", "C", "C", "C", "P", "C", "C", "C", "C", "C", "C", "C", "C", "C", "C", "N", "C", "C", "C", "C", "C", "C", "C", "P", "C", "C", "C", "C", "C", "C", "H", "H", "H", "H", "H", "H", "H", "H", "H", "H", "H", "H", "H", "H", "H", "H", "H", "H", "H", "H", "H", "H", "H", "H", "H", "H", "H", "H", "H", "H", "H", "H", "H", "H", "H", "H", "H", "H", "H", "H", "O", "As", "O", "O", "C", "C", "C", "C", "C", "C", "S", "O", "O", "O", "H", "H", "H", "H", "H", "C", "C", "O", "C", "F", "F", "F", "C", "F", "F", "F", "H", "H", "H"],
  "coordinates": [[-0.562, -1.190, -0.325], [1.205, 1.538, -4.021], [0.239, 1.118, -2.993], [-1.256, 1.240, -3.432], [0.536, -0.590, -2.310], [0.744, -1.645, -3.777], [-0.530, -1.751, -4.557], [1.280, -3.035, -3.385], [2.106, -0.430, -1.422], [3.375, -0.964, -1.846], [4.453, -0.927, -0.963], [5.633, -1.851, -1.272], [4.310, -0.228, 0.234], [3.101, 0.327, 0.616], [1.927, 0.098, -0.147], [0.619, 0.385, 0.245], [0.411, 0.944, 1.547], [0.497, 0.158, 2.710], [0.175, 0.679, 3.964], [-0.268, 2.000, 4.031], [-0.576, 2.627, 5.377], [-0.383, 2.768, 2.902], [-0.071, 2.259, 1.624], [0.011, 3.304, 0.121], [-0.782, 4.845, 0.605], [-0.580, 5.977, -0.430], [-2.312, 4.646, 0.894], [1.884, 3.663, 0.223], [2.323, 4.754, 1.225], [2.454, 3.997, -1.183], [1.179, 2.600, -4.073], [1.026, 1.068, -4.967], [2.245, 1.250, -3.768], [0.278, 1.661, -2.020], [-1.323, 1.549, -4.503], [-1.843, 2.003, -2.883], [-1.893, 0.354, -3.260], [1.505, -1.145, -4.409], [-1.458, -1.884, -4.019], [-0.386, -2.639, -5.251], [-0.645, -0.912, -5.273], [1.793, -3.523, -4.181], [0.434, -3.579, -3.087], [2.037, -2.993, -2.570], [3.357, -1.493, -2.761], [5.961, -2.395, -0.404], [6.545, -1.461, -1.727], [5.231, -2.689, -1.941], [5.084, -0.144, 0.907], [3.143, 0.885, 1.514], [0.982, -0.825, 2.668], [0.053, -0.008, 4.819], [-1.603, 2.994, 5.510], [0.079, 3.487, 5.504], [-0.301, 2.030, 6.170], [-0.737, 3.766, 3.072], [-0.382, 5.211, 1.600], [-1.154, 5.814, -1.330], [0.520, 6.033, -0.638], [-0.787, 7.036, -0.084], [-2.838, 4.285, 0.004], [-2.822, 5.545, 1.126], [-2.462, 4.047, 1.708], [2.322, 2.669, 0.372], [2.264, 5.729, 0.854], [3.359, 4.471, 1.364], [1.852, 4.761, 2.198], [1.896, 4.866, -1.627], [2.214, 3.096, -1.739], [3.518, 4.276, -1.210], [-3.113, -4.819, -1.230], [-1.392, -4.409, -1.013], [-0.528, -5.426, -1.972], [-1.292, -2.769, -1.316], [-1.065, -5.071, 0.887], [-1.909, -6.046, 1.430], [-1.727, -6.557, 2.686], [-0.717, -6.133, 3.502], [0.213, -5.168, 2.951], [-0.011, -4.697, 1.705], [1.161, -3.396, 1.176], [2.068, -3.009, 2.226], [1.693, -3.698, -0.158], [0.118, -2.311, 1.055], [-3.664, -4.047, -0.969], [-2.745, -6.254, 0.745], [-2.446, -7.248, 3.122], [-0.509, -6.474, 4.479], [1.160, -4.824, 3.486], [-3.871, 0.649, 1.557], [-3.401, -0.548, 0.725], [-2.146, -0.383, 0.331], [-4.219, -0.598, -0.574], [-5.561, -0.887, -0.373], [-3.727, -1.444, -1.447], [-4.194, 0.619, -1.196], [-3.581, -1.812, 1.544], [-4.794, -1.859, 2.113], [-3.428, -2.930, 0.827], [-2.625, -1.825, 2.511], [-3.213, 1.512, 1.367], [-3.855, 0.407, 2.629], [-4.885, 0.945, 1.275]]
}



Record 2
{
  "formula": "C36H48BrN3O6",
  "method": "the ωB97M-V functional and the def2-TZVPD basis",
  "e_homo_ev": -8.16,
  "e_lumo_ev": 0.0,
  "energy_ha": -4590.31887,
  "orbital_gap_ha": 0.3009,
  "species": ["C", "C", "O", "C", "C", "C", "C", "C", "C", "O", "C", "C", "H", "H", "H", "H", "H", "O", "C", "C", "H", "H", "H", "H", "H", "H", "C", "O", "N", "C", "C", "H", "H", "C", "C", "H", "C", "H", "C", "C", "N", "O", "C", "C", "C", "C", "C", "C", "H", "Br", "H", "H", "H", "H", "H", "H", "C", "C", "H", "H", "H", "H", "C", "O", "N", "H", "C", "H", "C", "C", "C", "C", "C", "C", "H", "H", "H", "H", "H", "H", "H", "H", "H", "H", "H", "H", "H", "H", "H", "H", "H", "H", "H", "H"],
  "coordinates": [[-6.540, -2.877, -2.473], [-5.764, -2.116, -1.408], [-6.098, -0.750, -1.536], [-5.510, 0.151, -0.709], [-4.616, -0.170, 0.304], [-4.091, 0.836, 1.105], [-4.464, 2.156, 0.912], [-5.343, 2.499, -0.110], [-5.870, 1.492, -0.933], [-6.695, 1.749, -1.999], [-7.931, 2.388, -1.719], [-8.814, 1.557, -0.794], [-8.938, 0.557, -1.203], [-9.788, 2.026, -0.691], [-8.357, 1.473, 0.190], [-7.762, 3.382, -1.291], [-8.400, 2.496, -2.700], [-5.736, 3.775, -0.379], [-5.281, 4.825, 0.451], [-5.932, 6.110, -0.038], [-7.013, 6.035, 0.044], [-5.675, 6.281, -1.080], [-5.587, 6.949, 0.558], [-5.561, 4.631, 1.495], [-4.187, 4.907, 0.389], [-4.055, 2.904, 1.571], [-3.209, 0.506, 2.267], [-3.504, 0.864, 3.395], [-2.110, -0.243, 2.009], [-1.514, -0.439, 0.711], [-0.205, 0.352, 0.612], [0.206, 0.238, -0.391], [-0.437, 1.408, 0.771], [0.789, -0.108, 1.688], [2.112, 0.707, 1.698], [2.081, 1.417, 2.528], [2.443, 1.528, 0.449], [1.667, 2.275, 0.262], [3.844, 2.159, 0.530], [4.540, 1.440, -0.603], [3.757, 0.664, -1.244], [2.498, 0.691, -0.731], [5.940, 1.576, -0.949], [6.471, 0.841, -2.012], [7.806, 0.960, -2.344], [8.636, 1.812, -1.632], [8.102, 2.541, -0.583], [6.770, 2.436, -0.230], [6.385, 3.018, 0.593], [9.228, 3.723, 0.404], [9.679, 1.910, -1.887], [8.212, 0.389, -3.165], [5.816, 0.186, -2.562], [3.832, 3.236, 0.359], [4.327, 1.960, 1.488], [2.942, 0.020, 1.888], [0.097, 0.058, 3.052], [-1.253, -0.657, 3.099], [-1.094, -1.737, 3.034], [-1.769, -0.422, 4.031], [-0.060, 1.122, 3.245], [0.733, -0.354, 3.836], [1.163, -1.596, 1.499], [1.030, -2.419, 2.383], [1.657, -1.905, 0.285], [1.871, -1.166, -0.369], [2.153, -3.229, -0.011], [1.673, -3.906, 0.701], [3.678, -3.343, 0.131], [4.408, -2.644, -1.016], [5.920, -2.758, -0.841], [6.341, -4.223, -0.776], [5.611, -4.935, 0.357], [4.099, -4.812, 0.186], [3.796, -5.307, -0.739], [3.593, -5.309, 1.015], [5.895, -5.989, 0.380], [5.903, -4.490, 1.312], [7.421, -4.295, -0.627], [6.101, -4.709, -1.724], [6.429, -2.260, -1.669], [6.219, -2.253, 0.081], [4.120, -3.114, -1.960], [4.127, -1.591, -1.069], [3.960, -2.867, 1.078], [1.849, -3.501, -1.026], [-2.200, -0.105, -0.067], [-1.309, -1.508, 0.574], [-4.348, -1.195, 0.504], [-4.684, -2.258, -1.552], [-6.035, -2.483, -0.408], [-6.281, -2.498, -3.458], [-7.607, -2.741, -2.322], [-6.302, -3.936, -2.420]]
}